{
  "formula": "C14H16BaN5O2",
  "method": "ωB97M-V/def2-TZVPD",
  "symbols": ["Ba", "N", "C", "C", "C", "C", "C", "N", "C", "C", "C", "C", "C", "N", "H", "H", "H", "H", "H", "H", "H", "H", "H", "C", "C", "N", "O", "C", "C", "N", "O", "H", "H", "H", "H", "H", "H", "H"],
  "positions_angstrom": [[-0.23983, 0.47418, 0.54003], [1.20717, -3.36478, 2.08889], [-0.17564, -3.19201, 2.20197], [-0.89531, -4.15161, 2.92323], [-2.24538, -3.97421, 3.11348], [-2.87375, -2.85640, 2.56602], [-2.07555, -1.97780, 1.87522], [-0.75253, -2.10556, 1.70241], [2.08396, -3.13107, 1.02751], [3.28799, -3.70747, 0.97716], [4.30653, -3.45473, -0.05535], [4.53407, -2.28977, -0.66282], [3.83169, -1.03532, -0.27687], [1.60036, -2.25710, -0.01678], [1.56191, -4.05931, 2.72523], [-0.39013, -5.02665, 3.31120], [-2.81357, -4.70815, 3.67012], [-3.93411, -2.68124, 2.67057], [-2.53986, -1.08913, 1.43211], [3.53001, -4.44821, 1.73206], [4.93771, -4.29789, -0.31643], [5.33110, -2.21760, -1.39505], [4.38021, -0.42406, 0.43593], [2.73044, -0.83364, -2.65106], [2.87848, -0.35929, -1.22545], [2.38955, -1.05977, -0.00135], [1.55806, -2.95930, -1.24237], [2.51907, 1.10196, -1.00910], [3.46168, 2.17542, -0.60587], [1.25146, 1.19636, -1.02118], [0.61604, 2.25119, -0.37348], [1.68547, -0.86247, -2.94687], [3.17073, -1.81169, -2.82469], [3.23984, -0.10964, -3.29050], [2.44074, -3.35205, -1.36033], [4.48024, 1.80657, -0.50132], [3.13062, 2.62218, 0.33289], [3.45717, 2.98151, -1.34139]],
  "homo_energy_ev": -11.07,
  "charge": 1,
  "de_lowest_kcal_mol": 132.9,
  "gap_ha": 0.299
}

=====

{
  "formula": "C5H10N3O2",
  "method": "ωB97M-V/def2-TZVPD",
  "symbols": ["C", "C", "C", "C", "C", "N", "N", "N", "O", "O", "H", "H", "H", "H", "H", "H", "H", "H", "H", "H"],
  "positions_angstrom": [[1.99009, -0.47470, 0.86149], [-1.25322, 0.81736, 0.10107], [-1.99518, 2.66665, -1.23383], [3.03832, -1.81542, 2.68364], [-1.72800, -0.87888, -1.65619], [2.17688, -0.99363, 1.90597], [-1.09302, 1.80745, -0.82639], [-1.48703, -0.34616, -0.28957], [1.50298, 0.10253, -0.08557], [0.20304, 2.18036, -1.14135], [-1.68221, 3.46687, -1.75904], [-3.10305, 2.44799, -1.08796], [2.66383, -2.79393, 2.36487], [2.87579, -1.81862, 3.77028], [4.14631, -1.68778, 2.48265], [-2.81617, -1.11716, -1.74514], [-1.20634, -1.90580, -1.71925], [-1.43125, -0.09667, -2.32829], [-1.65329, -1.12101, 0.50538], [0.85152, 1.56056, -0.80278]],
  "homo_energy_ev": -13.17,
  "charge": 1,
  "de_lowest_kcal_mol": 126.6,
  "gap_ha": 0.331
}

=====

{
  "formula": "C8H8ClN3",
  "method": "ωB97M-V/def2-TZVPD",
  "symbols": ["C", "C", "C", "C", "C", "C", "C", "C", "H", "H", "H", "H", "H", "H", "H", "H", "N", "N", "N", "Cl"],
  "positions_angstrom": [[-1.82728, -0.95282, -0.02635], [0.42686, -0.62630, 0.13264], [1.70095, -1.19715, 0.08327], [2.81800, -0.36286, 0.00113], [2.69869, 1.01450, -0.06717], [1.44449, 1.56078, -0.01111], [0.28913, 0.77923, 0.07644], [-1.10280, 1.34107, 0.17080], [-3.67111, -1.53721, -0.68125], [-2.73162, -2.73141, -0.03626], [1.81513, -2.27885, 0.08415], [3.60295, 1.65162, -0.13643], [1.33013, 2.66078, -0.07409], [-1.31478, 1.62444, 1.20993], [-1.14282, 2.30122, -0.43299], [-3.02846, 0.69040, -0.15096], [-2.96267, -1.75082, 0.00832], [-0.66886, -1.47680, 0.17753], [-2.07708, 0.38174, -0.27996], [4.40116, -1.09155, -0.04763]],
  "homo_energy_ev": -7.97,
  "charge": 0,
  "smiles": "NC1=Nc2cc(Cl)ccc2CN1",
  "de_lowest_kcal_mol": 0.0,
  "gap_ha": 0.317
}